No. 1
11
Properties=species:S:1:pos:R:3 method="wB97M-V/def2-TZVPD" homo_ev=-9.97 multiplicity=1 relative_energy_kcal_mol=43.8 orbital_gap_ev=10.99 smiles=C#CCOC
C 0.8281 2.7284 -0.4406
C 0.6447 1.5879 -0.1211
C 0.4030 0.2159 0.3190
O -0.4908 -0.3950 -0.5852
C -0.8468 -1.6733 -0.1224
H 0.9972 3.7360 -0.7708
H 1.3351 -0.3577 0.3862
H -0.0333 0.2243 1.3347
H 0.0267 -2.3534 -0.0653
H -1.5811 -2.1070 -0.8173
H -1.2829 -1.6061 0.8828

***

No. 2
11
Properties=species:S:1:pos:R:3 method="wB97M-V/def2-TZVPD" homo_ev=-9.29 multiplicity=1 relative_energy_kcal_mol=36.4 orbital_gap_ev=10.22 smiles="O=CC1CC1"
O 2.4271 -0.0885 0.2388
C 1.4224 -0.2886 -0.4271
C 0.3347 0.1013 0.4951
C -0.7468 0.9035 -0.1380
C -0.9768 -0.5578 0.0651
H 1.5527 -1.0346 -1.2023
H 0.4898 0.1663 1.5627
H -1.2648 1.6089 0.5035
H -0.5933 1.2436 -1.1572
H -1.6258 -0.8838 0.8726
H -0.9848 -1.2010 -0.8077

***

No. 3
11
Properties=species:S:1:pos:R:3 method="wB97M-V/def2-TZVPD" homo_ev=-9.24 multiplicity=1 relative_energy_kcal_mol=44.0 orbital_gap_ev=10.27 smiles="C=C=COC"
C 1.1937 -1.6160 0.9012
C 1.0817 -0.4990 0.2365
C 0.8640 0.6409 -0.3689
O -0.2330 1.4131 -0.0725
C -1.4861 0.8985 -0.4937
H 1.7144 -1.6456 1.8555
H 0.7566 -2.5419 0.5350
H 1.5346 1.0613 -1.1171
H -1.4012 -0.1476 -0.8075
H -1.8590 1.4988 -1.3318
H -2.1944 0.9617 0.3379

***

No. 4
11
Properties=species:S:1:pos:R:3 method="wB97M-V/def2-TZVPD" homo_ev=-8.77 multiplicity=1 relative_energy_kcal_mol=65.1 orbital_gap_ev=9.93 smiles="C[C@H]1C=CO1"
C -1.2508 -0.3339 0.2195
C 0.0468 -0.3273 -0.5509
C 1.3930 0.8710 -0.1511
C 1.9708 -0.2578 0.2552
O 1.0601 -1.2048 -0.0011
H -1.7187 -1.1836 0.0135
H -1.9479 0.5491 -0.2009
H -0.8856 -0.2566 1.1600
H 0.0399 -0.4858 -1.6272
H 1.6280 1.9166 -0.3093
H 2.9890 -0.6283 0.4269